w) The following is a quantum chemistry calculation of 2 unconnected molecules or ions with the total composition C5H13N2O, from the OMol25 dataset.

```
! wB97M-V def2-TZVPD RIJCOSX def2/J DEFGRID3
* xyz -1 1
C 0.22235 -1.49777 -0.37939
C -1.92159 -0.18770 -0.39656
C 0.15253 0.75231 -1.45642
C 1.22887 0.98722 1.30960
C -0.33777 -0.10054 -0.25804
N -0.41670 -0.39136 2.95125
N -0.03981 0.72645 0.89198
O 0.55907 -0.93335 3.43409
H -0.05177 -2.06486 -1.26571
H 1.33194 -1.49396 -0.24605
H -0.22496 -1.89633 0.45337
H -2.25965 -1.04647 -0.93857
H -2.31649 0.70411 -0.88484
H -2.28036 -0.11007 0.68476
H 0.14138 0.15392 -2.31713
H -0.33906 1.69848 -1.65224
H 1.09649 1.12439 -1.16856
H 1.65072 0.04864 1.81578
H 1.94662 1.10923 0.49536
H 1.18992 1.78059 2.08718
H -0.90602 -1.11111 2.18133
*
```

Computed properties:
Kohn-Sham gap (alpha / beta)	0.2149 / 0.2149	Eh
E_HOMO (alpha / beta)	-2.02 / -2.02	eV

=====

x) The following is a quantum chemistry calculation of 2 unconnected molecules or ions with the total composition C5H13N2O, from the OMol25 dataset.

```
! wB97M-V def2-TZVPD RIJCOSX def2/J DEFGRID3
* xyz -1 1
C -0.06085 1.77107 0.37564
O -0.22447 0.52122 -0.10426
C -1.21244 2.20769 1.29527
N -1.10245 3.61766 1.71935
H 0.87508 1.90907 0.98207
H 0.01252 2.56392 -0.41391
H -2.14486 2.07289 0.74716
H -1.22760 1.52084 2.15177
H -1.88002 3.86557 2.31923
H -0.25509 3.73910 2.26201
C -0.05920 -2.81416 0.32587
C 1.18493 -2.16144 -0.25235
C 0.63002 -1.32996 -2.34045
N 1.17943 -2.29135 -1.72341
H -0.06384 -2.75052 1.41473
H -0.92456 -2.24740 -0.01758
H -0.14861 -3.85246 0.00372
H 2.08615 -2.65663 0.11263
H 1.19683 -1.10392 0.02237
H 0.20162 -0.44579 -1.82643
H 0.62230 -1.44543 -3.42997
*
```

Computed properties:
Kohn-Sham gap	0.2603	Eh
E_HOMO	-2.89	eV

=====

Stability order, top to bottom: x), w)

=====

w) The following is a quantum chemistry calculation of a single C6H6N2OS molecule, from the OMol25 dataset.

```
! wB97M-V def2-TZVPD RIJCOSX def2/J DEFGRID3
* xyz 0 1
C 1.16159 -2.57877 -0.38940
C 0.09178 -1.74654 -0.20276
C 2.04713 -0.72578 0.31195
C 3.05234 0.97544 -0.95474
C 0.31145 0.65949 0.79498
C -1.07103 1.10388 0.50465
N 2.36909 -1.91806 -0.08057
N 0.69058 -0.59081 0.35637
O 4.27100 0.45387 -0.28128
S 3.04059 0.61496 0.71105
H 1.09848 -3.46519 -1.03640
H -0.95649 -2.01515 -0.11663
H 3.04577 2.04337 -0.97174
H -1.31454 1.95113 1.08592
H -1.99562 0.39872 0.78123
H -1.18810 1.20372 -0.57695
*
```

Computed properties:
Kohn-Sham gap (alpha / beta)	0.2700 / 0.2700	Eh
E_HOMO (alpha / beta)	-8.08 / -8.08	eV

=====

x) The following is a quantum chemistry calculation of a molecular structure, C6H6N2OS, from the OMol25 dataset.

```
! wB97M-V def2-TZVPD RIJCOSX def2/J DEFGRID3
* xyz 0 1
C -1.42022 1.52194 0.80282
C -0.28091 0.95574 0.45058
C -0.34337 -0.35373 -0.11508
C -2.17477 -0.92998 0.02098
C 1.68435 0.24945 0.22532
C 3.12773 0.24820 0.06042
N 1.05057 1.26638 0.55716
N -2.72440 -1.81909 -0.85549
O 0.92395 -0.85780 -0.15867
S -2.79943 0.64209 0.40376
H -1.64445 2.46502 1.37220
H 3.27498 -0.09906 -1.01823
H 3.46597 1.23784 0.20048
H 3.52151 -0.36610 0.78167
H -2.03417 -2.33707 -1.41480
H -3.62734 -1.82384 -1.31312
*
```

Computed properties:
Kohn-Sham gap	0.2674	Eh
E_HOMO	-6.94	eV

=====

Stability order, top to bottom: x), w)

=====

w) The following is a quantum chemistry calculation of 2 unconnected molecules or ions with the total composition C5H13NP, from the OMol25 dataset.

```
! wB97M-V def2-TZVPD RIJCOSX def2/J DEFGRID3
* xyz 1 1
C -2.69815 0.51951 0.04011
C -1.66963 0.17371 1.02991
C -1.21887 0.67641 -0.35193
C -0.55764 -0.23963 -1.24067
C 1.76399 0.20968 -0.29509
N 1.33754 -0.07243 1.06213
P 3.27644 -0.52258 -1.03283
H -3.20898 -0.24906 -0.53220
H -3.28432 1.41653 -0.01966
H -1.68711 0.72497 1.95263
H -1.56861 -0.88325 1.24530
H -0.93779 1.69253 -0.45663
H -0.61370 -1.35201 -1.01455
H -0.43824 0.03556 -2.26430
H 1.60518 1.33778 -0.48047
H 0.25212 0.30646 1.12009
H 1.16374 -1.15280 1.29141
H 1.96843 0.31503 1.81814
H 2.71297 -1.60152 -1.82892
H 3.80264 -1.33489 -0.04246
*
```

Computed properties:
Kohn-Sham gap (alpha / beta)	0.2759 / 0.2991	Eh
E_HOMO (alpha / beta)	-12.12 / -12.37	eV

=====

x) The following is a quantum chemistry calculation of 2 unconnected molecules or ions with the total composition C5H13NP, from the OMol25 dataset.

```
! wB97M-V def2-TZVPD RIJCOSX def2/J DEFGRID3
* xyz 1 1
C 2.43732 -0.77310 -0.66803
C -1.12572 -1.08390 0.86478
C -0.37379 -0.36733 -1.31978
C -1.76866 1.16209 0.05759
C 1.36681 1.00456 1.09709
N -0.82070 -0.03489 -0.07848
P 1.96416 -0.58844 1.06312
H 3.02425 -1.65960 -0.73090
H 2.45606 0.19240 -1.14677
H -1.54631 -0.57445 1.74465
H -1.93221 -1.75850 0.46470
H -0.23498 -1.67167 1.09982
H 0.60294 -0.82890 -1.24620
H -1.01875 -1.08918 -1.72587
H -0.25999 0.57530 -2.04146
H -2.28831 0.96328 0.94534
H -1.10425 2.02217 0.18669
H -2.28838 1.15003 -0.87269
H 1.58332 1.76922 0.28606
H 1.32719 1.59091 2.02035
*
```

Computed properties:
Kohn-Sham gap (alpha / beta)	0.2459 / 0.2463	Eh
E_HOMO (alpha / beta)	-13.34 / -13.34	eV

=====

y) The following is a quantum chemistry calculation of a molecular structure, C5H13NP, from the OMol25 dataset.

```
! wB97M-V def2-TZVPD RIJCOSX def2/J DEFGRID3
* xyz 1 1
C -2.46763 2.20960 -1.26078
C -0.10613 -0.56253 1.71384
C 1.95013 -0.24068 0.44100
C 0.26486 -1.72153 -0.47006
C -0.23661 0.78807 -0.62479
N 0.55910 -0.53932 0.37204
P -2.21459 0.72380 -0.47721
H -3.39633 2.49685 -1.46917
H -1.56802 2.78718 -1.73601
H -0.91627 -1.25419 1.58967
H 0.53214 -1.11138 2.54980
H -0.32930 0.43762 2.04968
H 2.41634 -0.12367 -0.55338
H 2.13477 0.62491 1.02935
H 2.40013 -1.08411 0.88810
H 0.92804 -1.42765 -1.26560
H 0.49308 -2.67781 -0.02937
H -0.77008 -1.65735 -0.72139
H 0.32897 1.65710 -0.30774
H -0.00260 0.67512 -1.71797
*
```

Computed properties:
Kohn-Sham gap	0.3589	Eh
E_HOMO	-13.63	eV

=====

Stability order, top to bottom: y), w), x)

=====

w) The following is a quantum chemistry calculation of 2 unconnected molecules or ions with the total composition C5H11BrN, from the OMol25 dataset.

```
! wB97M-V def2-TZVPD RIJCOSX def2/J DEFGRID3
* xyz 1 1
C 0.97570 2.85433 -0.23992
C 0.26160 1.99445 0.47504
C -1.45518 -0.76858 0.35409
C 1.11548 -0.65476 0.68563
C -0.00636 -1.30141 -0.01341
N 0.11811 -1.60169 -1.39654
Br 2.86158 -0.46964 -0.13944
H 0.52019 3.81934 -0.44567
H 1.97700 2.66223 -0.57199
H -0.62008 2.30916 1.03643
H -1.49693 0.10755 -0.28552
H -1.38766 -0.51287 1.42656
H -2.02601 -1.74102 0.24284
H 1.05766 -0.52479 1.82001
H 0.09589 -2.24896 0.51897
H -0.63956 -1.77058 -2.02923
H 0.98734 -1.12363 -1.75776
H 0.78659 1.07964 0.67560
*
```

Computed properties:
Kohn-Sham gap	0.2728	Eh
E_HOMO	-13.96	eV

=====

x) The following is a quantum chemistry calculation of a gas-phase ion, C5H11BrN (charge +1), from the OMol25 dataset.

```
! wB97M-V def2-TZVPD RIJCOSX def2/J DEFGRID3
* xyz 1 1
C -1.18593 -1.37875 0.43043
C -0.46522 -0.38016 1.38047
C -0.00989 -2.03687 -0.26997
C 0.71336 0.21063 0.60268
C 0.25426 3.36517 -0.89956
N 1.11044 -0.95060 -0.22150
Br -0.42800 1.55654 -1.05017
H -1.68653 -2.20798 1.13316
H -1.86176 -0.94645 -0.38675
H -1.17069 0.30211 1.84276
H 0.04859 -0.92009 2.13436
H 0.44152 -2.95825 0.12020
H -0.32313 -2.16842 -1.30903
H 1.14890 3.04944 -0.44022
H -0.52302 3.76502 -0.26923
H 0.45578 3.86568 -1.87726
H 1.89179 -1.38360 0.27643
H 1.58955 -0.78340 -1.19678
*
```

Computed properties:
Kohn-Sham gap	0.3253	Eh
E_HOMO	-12.96	eV

=====

Stability order, top to bottom: x), w)

=====

w) The following is a quantum chemistry calculation of 2 unconnected molecules or ions with the total composition C6H7F, from the OMol25 dataset.

```
! wB97M-V def2-TZVPD RIJCOSX def2/J DEFGRID3
* xyz 0 1
C -0.75239 -0.36507 0.17909
C -3.44614 0.36456 0.68024
C 2.33098 1.54017 -0.14046
C 1.48496 0.53438 0.03270
C 0.03827 0.67346 0.21926
C -0.69519 -1.80084 -0.05437
F -3.88216 0.45359 -0.54239
H 3.38287 1.35994 -0.29666
H 2.02311 2.57291 -0.13883
H 1.83916 -0.48732 0.02001
H -0.33359 1.67592 0.37911
H 0.26273 -2.18028 0.31782
H -0.76466 -2.00717 -1.12594
H -1.48796 -2.33425 0.47043
*
```

Computed properties:
Kohn-Sham gap	0.2477	Eh
E_HOMO	-7.21	eV

=====

x) The following is a quantum chemistry calculation of a molecular structure, C6H7F, from the OMol25 dataset.

```
! wB97M-V def2-TZVPD RIJCOSX def2/J DEFGRID3
* xyz 0 1
C 1.98142 -0.29183 0.18938
C 0.45520 -0.14284 -0.06667
C -0.11098 0.60790 0.96884
C -1.53678 0.82659 0.64651
C -1.62045 0.25128 -0.61629
C -0.45875 -0.56211 -1.13707
H 2.49194 -1.23168 0.05208
H 2.55063 0.56200 -0.44238
H 0.09696 0.93612 1.98821
H -2.43294 1.33835 1.04765
H -2.51901 0.14283 -0.97986
H 0.08062 -0.80919 -2.39974
H -1.24550 -1.66406 -0.84903
F 2.26764 0.03662 1.59837
*
```

Computed properties:
Kohn-Sham gap	0.3198	Eh
E_HOMO	-8.29	eV

=====

Stability order, top to bottom: x), w)

=====

w) The following is a quantum chemistry calculation of a molecular structure, C3H2FNOS, from the OMol25 dataset.

```
! wB97M-V def2-TZVPD RIJCOSX def2/J DEFGRID3
* xyz 0 1
C -0.17341 0.42671 -0.46201
C 1.18280 -1.11066 0.36771
C -0.70052 -0.33844 0.59807
H -1.47149 2.50894 -0.66195
H 2.02710 -1.71894 -0.05618
N 0.22268 -1.22967 1.28243
O 1.14754 -0.17788 -0.62276
F -1.91078 -0.25121 1.02773
S -0.32391 1.89116 -1.47303
*
```

Computed properties:
Kohn-Sham gap	0.3306	Eh
E_HOMO	-8.67	eV

=====

x) The following is a quantum chemistry calculation of a single C3H2FNOS molecule, from the OMol25 dataset.

```
! wB97M-V def2-TZVPD RIJCOSX def2/J DEFGRID3
* xyz 0 1
C -0.56724 -0.81870 0.01888
C -0.98681 0.51645 -0.06423
C 1.81005 -1.13610 0.44544
N 0.68119 -1.13210 -0.01633
O -0.62430 3.03940 -0.05731
F 2.89134 -1.36550 -0.26621
S 0.11481 1.77519 0.01348
H -1.28190 -1.62771 0.06842
H -2.03715 0.74907 -0.14214
*
```

Computed properties:
Kohn-Sham gap (alpha / beta)	0.2758 / 0.2518	Eh
E_HOMO (alpha / beta)	-8.89 / -8.46	eV

=====

y) The following is a quantum chemistry calculation of a molecular structure, C3H2FNOS, from the OMol25 dataset.

```
! wB97M-V def2-TZVPD RIJCOSX def2/J DEFGRID3
* xyz 0 1
C 0.51649 -0.46771 1.06629
C -0.48513 0.36216 0.73815
C 1.05704 -0.37749 -1.14614
N 1.24775 -0.81470 -0.05997
O 0.03290 2.03713 -1.17539
F -1.22535 -1.25070 -1.58836
S -0.55066 0.74091 -1.06643
H 0.58178 -0.99132 1.92076
H -1.17482 0.76172 1.31109
*
```

Computed properties:
Kohn-Sham gap (alpha / beta)	0.2302 / 0.2417	Eh
E_HOMO (alpha / beta)	-9.63 / -9.79	eV

=====

Stability order, top to bottom: w), x), y)

=====

w) The following is a quantum chemistry calculation of a gas-phase ion, C6H9N2O2S (charge +1), from the OMol25 dataset.

```
! wB97M-V def2-TZVPD RIJCOSX def2/J DEFGRID3
* xyz 1 1
C 1.46711 -0.18335 -1.38730
C -0.99743 -0.04685 -0.66331
C 0.66705 -0.03278 -2.68549
C 0.12638 0.76131 1.93941
C 1.12068 -0.13312 1.11418
C -1.30504 0.26505 1.81354
N 0.75720 0.05733 -0.26420
N -1.70142 0.08664 0.36666
O 2.65509 -0.41277 -1.38202
O -0.84912 -2.12978 -2.08702
S -0.99959 -0.73018 -2.39161
H 0.37627 1.08265 -2.89969
H 1.12910 -0.52818 -3.44560
H 0.46946 0.92369 2.96295
H 0.05949 1.78364 1.41909
H 2.16842 0.33089 1.33839
H 1.05454 -1.12749 1.39335
H -1.55753 -0.72268 2.43073
H -1.90847 0.92409 2.37225
H -2.73218 -0.16812 0.05569
*
```

Computed properties:
Kohn-Sham gap	0.3144	Eh
E_HOMO	-13.81	eV

=====

x) The following is a quantum chemistry calculation of a gas-phase ion, C6H9N2O2S (charge +1), from the OMol25 dataset.

```
! wB97M-V def2-TZVPD RIJCOSX def2/J DEFGRID3
* xyz 1 1
O 4.39809 -1.07277 -0.11062
S 3.58730 0.10172 -0.15792
O 4.13251 1.38268 -0.05993
C 1.96325 0.11985 0.50680
C 1.01717 1.19151 0.04010
C -0.33247 0.55785 0.56698
N -1.63643 0.84259 -0.18438
C -2.34637 -0.54261 -0.00888
C -1.28145 -1.57919 -0.26649
C -0.06396 -0.98424 0.30452
N 1.18338 -1.24119 0.02833
H 1.19360 2.19258 0.54149
H 1.08406 1.36184 -1.12324
H -0.37430 0.77004 1.59197
H -1.54420 1.13058 -1.12034
H -2.31579 1.49516 0.34193
H -3.29465 -0.62729 -0.56465
H -2.61406 -0.76550 1.01037
H -1.21212 -1.66568 -1.33477
H -1.54357 -2.66793 -0.00127
*
```

Computed properties:
Kohn-Sham gap (alpha / beta)	0.2971 / 0.2970	Eh
SMILES string	O=S(=O)=C1C[C@H]2[NH2+]CCC2=N1
E_HOMO (alpha / beta)	-12.84 / -12.84	eV

=====

Stability order, top to bottom: w), x)